1.
21
Properties=species:S:1:pos:R:3 method="wB97M-V/def2-TZVPD" relative_energy_ev=1.3864 lumo_energy_ha=0.145 charge=-1 homo_ev=-5.04
C 0.5558 -1.1734 -1.0329
C 0.7401 -2.0280 0.1931
C 1.0455 -0.9962 1.4341
O 1.6633 0.1329 0.9747
C -0.7493 -0.3737 -1.1169
O -0.4566 0.8549 -1.7301
H 1.3464 -0.3744 -1.0601
H 0.6877 -1.8346 -1.8500
H 1.6211 -2.6921 0.2097
H -0.1657 -2.6474 0.3800
H 0.0629 -0.7016 1.9900
H 1.8521 -1.4308 2.0169
H -1.1994 -0.2342 -0.0849
H -1.5494 -0.9047 -1.6509
H -0.1860 1.2831 -0.7927
H 0.9728 0.9316 1.0126
H 0.4872 2.8464 0.7426
O -0.1242 2.1279 0.5823
H -1.6527 2.4105 0.5545
H -2.5026 2.0852 -0.7531
O -2.4490 2.7184 -0.0189


2.
13
Properties=species:S:1:pos:R:3 method="wB97M-V/def2-TZVPD" relative_energy_ev=1.5347 lumo_energy_ha=0.014 homo_ev=-8.54
H 1.1197 0.7184 -1.4422
N 1.7092 0.0796 -0.9142
C 1.1197 -0.5336 0.0605
N 1.8974 -1.3622 0.8303
N -0.3313 -0.4050 0.4755
N -0.8278 -1.2449 1.4673
C -1.2796 0.4661 0.0093
S -1.1491 1.6000 -1.1568
H 1.8715 -1.2222 1.8503
H 2.8473 -1.4109 0.4768
H -0.7898 -0.8076 2.3661
H -0.6210 -2.2187 1.2984
H -2.2149 0.2740 0.5281


3.
9
Properties=species:S:1:pos:R:3 method="wB97M-V/def2-TZVPD" relative_energy_ev=4.1710 lumo_energy_ha=0.027 homo_ev=-9.99
F -1.2013 0.1281 -2.4578
C -0.7957 -0.1995 -1.2495
F -1.7335 -1.0571 -0.7420
C 0.1600 0.3905 -0.5269
Si 0.5840 0.0440 1.2541
H 0.8882 0.9829 -1.1708
H 0.0297 -1.3991 1.2747
H 0.0253 0.7633 2.3764
H 2.0432 0.3467 1.2419